[1]
Computed, not measured: a 2-piece molecular cluster, CH3Cl2O2P overall, with ωB97M-V/def2-TZVPD.

Summary:
HOMO (spin up / spin down) ... -9.92 / -9.92 eV
Orbital gap (spin up / spin down) ... 9.0 / 9.0 eV
E_LUMO (spin up / spin down) ... -0.0352 / -0.0352 Eh

The geometry in XYZ format:
```
9
Properties=species:S:1:pos:R:3:mulliken_charge:R:1
C 0.517 0.677 -0.406 -0.43
O -0.657 -1.869 -1.110 -0.54
O 0.547 1.630 0.539 -0.39
P -0.698 -0.738 -0.260 0.87
Cl -0.532 -1.328 1.621 -0.23
Cl -2.512 0.030 -0.242 -0.19
H 2.196 -0.337 -0.030 0.13
H 0.550 0.847 -1.455 0.38
H 0.590 1.088 1.343 0.39
```



[2]
Computed, not measured: one molecule with the formula CH3Cl2OPS, with ωB97M-V/def2-TZVPD.

Summary:
HOMO ... -7.75 eV
Orbital gap ... 7.7 eV
E_LUMO ... -0.0001 Eh

The geometry in XYZ format:
```
9
Properties=species:S:1:pos:R:3:mulliken_charge:R:1
C -0.016 0.227 0.626 -0.54
O 2.873 -2.587 0.077 -0.55
P 1.544 -0.104 -0.548 0.44
S 3.170 -1.107 0.228 0.11
Cl -0.721 -1.339 0.946 -0.14
Cl 1.818 1.719 -1.002 -0.16
H -0.702 0.913 0.044 0.31
H 0.007 0.731 1.634 0.35
H 1.015 -0.801 -1.678 0.18
```



[3]
Computed, not measured: one molecule with the formula CH3Cl2OPS, with ωB97M-V/def2-TZVPD.

Summary:
SMILES ... COP(=S)(Cl)Cl
HOMO ... -9.08 eV
Orbital gap ... 9.0 eV
E_LUMO ... -0.0030 Eh

The geometry in XYZ format:
```
9
Properties=species:S:1:pos:R:3:mulliken_charge:R:1
C -1.045 -0.322 -0.885 -0.58
O 0.403 -0.507 -0.520 -0.31
P 1.010 0.281 0.749 0.79
S 0.621 2.400 0.726 -0.37
Cl 0.407 -0.706 2.392 -0.17
Cl 2.870 -0.297 0.477 -0.15
H -0.927 -0.361 -1.906 0.25
H -1.468 0.680 -0.549 0.31
H -1.870 -1.167 -0.485 0.22
```



| no. | strongest force on any atom (eV/A) | DFT total energy (a.u.) |
| --- | --- | --- |
| 1 | 4.2 | -1452.06173 |
| 2 | 3.6 | -1774.99211 |
| 3 | 4.1 | -1775.10536 |